Record 1
38
Properties=species:S:1:pos:R:3:mulliken_charge:R:1 method="wB97M-V/def2-TZVPD" lumo_energy_ev=-7.09 charge=+1
Y 2.114 -0.662 -2.218 1.81
C -0.902 -0.115 -0.589 0.03
O 0.199 0.313 -1.396 -0.48
H -1.867 -0.300 -1.061 0.10
H -0.693 -1.051 -0.071 0.32
H -1.181 0.665 0.120 -0.23
As 4.438 1.094 0.461 1.92
F 5.936 1.724 1.184 -0.46
F 5.012 1.956 -1.045 -0.48
F 3.044 0.560 -0.547 -0.31
F 3.897 0.337 1.966 -0.42
F 3.462 2.519 1.025 -0.45
F 5.353 -0.384 -0.037 -0.49
C -3.041 -0.168 2.960 0.34
Cl -2.779 -1.954 3.131 -0.17
Cl -4.277 -0.190 1.708 -0.15
H -3.466 0.172 3.904 0.38
H -2.091 0.256 2.634 -0.43
C -2.871 -1.665 -3.977 -0.21
Cl -3.747 -1.094 -5.349 -0.10
Cl -1.126 -1.295 -4.231 -0.16
H -3.218 -1.275 -3.020 0.22
H -2.863 -2.755 -4.004 0.28
C 0.712 1.436 2.726 0.27
Cl -0.004 2.957 3.315 -0.12
Cl 0.124 0.092 3.767 -0.14
H 0.591 1.290 1.653 -0.20
H 1.792 1.541 2.831 0.23
C 0.800 -5.015 -1.340 -0.37
Cl 0.604 -3.229 -1.450 -0.07
Cl 2.597 -5.296 -1.181 -0.12
H 0.392 -5.324 -0.378 0.32
H 0.349 -5.612 -2.133 0.36
C -1.422 4.019 -0.013 -0.17
Cl -2.489 3.049 0.998 -0.07
Cl -1.215 5.697 0.689 -0.15
H -0.428 3.572 0.023 0.04
H -1.734 4.137 -1.050 0.37

***

Record 2
30
Properties=species:S:1:pos:R:3:mulliken_charge:R:1 method="wB97M-V/def2-TZVPD" lumo_energy_ev=-3.40 charge=+1
Li -0.660 -0.201 0.390 0.89
N 0.903 -0.383 -4.140 -0.20
C 1.905 -0.403 -3.017 -0.68
C 1.242 -0.979 -1.759 -0.05
N 1.668 -0.388 -0.499 -0.55
H 1.307 -0.018 -5.001 0.39
H 0.134 0.263 -3.844 0.28
H 0.520 -1.307 -4.337 0.36
H 2.193 0.636 -2.870 0.34
H 2.773 -0.971 -3.343 0.39
H 1.417 -2.054 -1.708 0.41
H 0.165 -0.853 -1.873 -0.03
H 1.775 0.618 -0.563 0.23
H 2.537 -0.788 -0.173 0.24
S -0.248 -2.223 1.999 -0.51
C -0.652 -0.915 2.935 0.32
N -0.656 -0.974 4.306 -0.06
C -1.007 0.062 5.097 -0.02
C -1.378 1.240 4.533 -0.86
C -1.360 1.287 3.126 0.15
N -1.013 0.276 2.368 -0.41
H -0.392 -1.860 4.715 0.23
H -0.974 -0.116 6.162 0.41
H -1.669 2.088 5.130 0.40
H -1.646 2.194 2.606 0.45
F -0.414 1.579 -2.990 -0.45
B -1.434 1.173 -2.062 0.49
F -0.792 1.151 -0.759 -0.48
F -2.484 2.020 -2.061 -0.30
F -1.758 -0.156 -2.367 -0.39

***

Record 3
30
Properties=species:S:1:pos:R:3:mulliken_charge:R:1 method="wB97M-V/def2-TZVPD" lumo_energy_ev=-2.08
O 4.212 -0.535 1.421 -0.52
B 3.048 0.340 1.154 0.59
O 2.802 1.427 2.165 -0.48
P 1.893 0.224 -0.369 0.22
S 0.715 2.049 -0.612 -0.09
C 0.847 -1.369 -0.475 -0.66
C 0.170 -1.855 0.937 -0.54
C -0.831 -0.768 1.642 0.01
C -2.431 -1.086 1.502 0.67
F -2.774 -2.481 1.146 -0.28
F -3.021 -0.856 2.874 -0.31
C -3.253 -0.075 0.495 0.63
F -3.058 -0.492 -0.926 -0.21
F -4.712 -0.262 0.840 -0.24
F -2.978 1.371 0.721 -0.22
H 3.977 -1.309 2.014 0.33
H 1.894 1.326 2.576 0.33
H 2.776 0.209 -1.545 0.24
H 0.090 2.285 0.655 0.14
H 0.061 -1.214 -1.337 0.36
H 1.564 -2.251 -0.835 0.43
H 1.075 -2.015 1.699 0.20
H -0.284 -2.918 0.758 0.36
H -0.652 0.324 1.260 -0.41
H -0.569 -0.757 2.802 0.30
C -0.082 2.116 -4.102 -0.64
O 0.953 1.372 -3.743 -0.77
H -0.213 2.315 -5.179 0.29
H -1.087 1.745 -3.839 0.14
H -0.132 3.142 -3.698 0.15